No. 1
Below is a 2-piece molecular cluster, C3H2O3 overall in a non-equilibrium geometry, with properties calculated with the ωB97M-V functional and the def2-TZVPD basis.

```
8
C3H2O3, DFT the ωB97M-V functional and the def2-TZVPD basis
O 4.90 0.86 0.32
O 0.54 0.48 0.29
O 3.04 -0.43 0.71
C 3.96 0.22 0.57
C 0.00 0.19 -0.87
C -0.64 0.27 -1.89
H 1.51 0.71 0.20
H -1.29 -0.08 -2.67
```

As for the HOMO energy: -9.525 eV. The structure (SMILES) is O=C=O.C#CO. The value obtained for the max |F| is 2.99 eV Å⁻¹.

And the natural (NBO) charges, in e, turn out to be: -0.498 -0.657 -0.517 1.023 0.299 -0.390 0.503 0.236

No. 2
Below is a 2-piece molecular cluster, CH3N3O overall in a non-equilibrium geometry, with properties calculated with the ωB97M-V functional and the def2-TZVPD basis.

```
8
CH3N3O, DFT the ωB97M-V functional and the def2-TZVPD basis
O -0.07 1.81 -1.33
N -0.10 -0.67 0.61
N 0.57 -0.61 -0.47
N -1.15 -0.02 0.73
C 0.57 1.64 -0.40
H 0.21 -1.36 1.39
H -1.45 0.45 -0.15
H 1.41 -1.25 -0.37
```

As for the HOMO energy: -9.286 eV. The value obtained for the max |F| is 3.64 eV Å⁻¹.

And the natural (NBO) charges, in e, turn out to be: -0.537 0.014 -0.550 -0.483 0.488 0.387 0.356 0.325

No. 3
Below is an isolated molecule of C23H20N6O, with properties calculated with the ωB97M-V functional and the def2-TZVPD basis.

```
50
C23H20N6O, DFT the ωB97M-V functional and the def2-TZVPD basis
O -0.31 -5.45 -0.61
N -1.46 -3.59 -1.03
N -2.06 -1.81 0.37
N 2.28 -1.37 -0.43
N 4.68 2.92 -0.82
N -5.05 2.90 1.21
N -4.42 1.98 -1.31
C 0.52 -1.40 1.67
C -3.40 -0.59 -1.72
C 0.63 -2.51 0.85
C -0.64 -4.35 -0.22
C -0.19 -3.75 1.09
C -3.39 0.01 -0.45
C 3.00 0.84 -0.06
C 2.51 2.14 -0.20
C -2.68 -0.66 0.55
C 1.56 -2.44 -0.18
C 5.15 1.69 -0.72
C -4.44 1.75 1.04
C 2.14 -0.29 0.33
C 4.34 0.62 -0.34
C -4.09 1.27 -0.23
C -2.75 -1.78 -1.92
C -5.04 3.13 -1.14
C 1.27 -0.26 1.42
C -2.09 -2.37 -0.83
C 3.40 3.14 -0.58
C 6.60 1.49 -1.02
C -5.34 3.61 0.13
C 1.15 0.93 2.34
H -1.63 -4.02 -1.93
H 2.06 1.51 2.35
H 3.07 4.16 -0.70
H 1.72 -3.29 -0.84
H -5.30 3.67 -2.04
H 6.72 0.78 -1.83
H 0.40 -4.50 1.60
H -3.93 -0.09 -2.52
H 7.12 1.09 -0.14
H 0.33 1.57 2.02
H -2.59 -0.26 1.55
H 0.93 0.59 3.35
H 7.05 2.44 -1.29
H 1.47 2.37 -0.04
H -4.24 1.18 1.95
H -5.83 4.56 0.29
H -1.06 -3.50 1.69
H -2.76 -2.26 -2.88
H -0.17 -1.41 2.51
H 4.74 -0.38 -0.27
```

As for the HOMO energy: -8.784 eV. The structure (SMILES) is Cc1cc(-c2ncc(CC(=O)Nc3ccc(-c4cnccn4)cn3)cc2C)ccn1. The value obtained for the max |F| is 0.75 eV Å⁻¹.

Atom charges from the natural (NBO) analysis, given in e for atoms 1 to 8: -0.580 -0.617 -0.484 -0.423 -0.434 -0.368 -0.396 -0.150

No. 4
Below is C4H6O2 as an isolated structure in a non-equilibrium geometry, with properties calculated with the ωB97M-V functional and the def2-TZVPD basis.

```
12
C4H6O2, DFT the ωB97M-V functional and the def2-TZVPD basis
O 1.81 1.00 0.58
O -1.93 0.54 0.09
C 1.16 0.15 1.16
C 0.16 0.14 -1.24
C -0.92 -0.30 -0.38
C 0.24 -0.74 0.46
H 1.31 0.08 2.25
H -1.38 -1.21 -0.75
H -1.57 1.30 0.55
H 0.38 1.22 -1.34
H 0.59 -0.48 -2.02
H 0.21 -1.80 0.82
```

As for the HOMO energy: -9.077 eV. The value obtained for the max |F| is 1.26 eV Å⁻¹.

Atom charges from the natural (NBO) analysis, given in e for atoms 1 to 8: -0.552 -0.693 0.363 -0.277 0.039 -0.395 0.135 0.206

No. 5
Below is an isolated ion of composition H6NOSi2 and charge -1 in a non-equilibrium geometry, with properties calculated with the ωB97M-V functional and the def2-TZVPD basis.

```
10
H6NOSi2, DFT the ωB97M-V functional and the def2-TZVPD basis
Si -1.93 0.07 0.11
Si 2.05 -0.05 -0.13
O -0.64 -0.69 -0.49
N 0.71 -1.22 -0.54
H 1.78 0.32 1.29
H -2.16 0.39 1.60
H 3.45 -0.61 -0.23
H -2.04 1.24 -0.75
H 1.97 1.24 -0.85
H -3.19 -0.68 -0.02
```

As for the HOMO energy: -2.095 eV. The structure (SMILES) is [SiH3][N-]O[SiH3]. The value obtained for the max |F| is 3.75 eV Å⁻¹. Its charge is -1.

Atom charges from the natural (NBO) analysis, given in e for atoms 1 to 8: 1.245 0.997 -0.854 -0.865 -0.265 -0.265 -0.215 -0.250

No. 6
Below is a 2-piece molecular cluster, C14H12Cl2O2S overall in a non-equilibrium geometry, with properties calculated with the ωB97M-V functional and the def2-TZVPD basis.

```
31
C14H12Cl2O2S, DFT the ωB97M-V functional and the def2-TZVPD basis
Cl -1.68 0.25 2.04
Cl 5.38 0.85 4.91
S 0.77 -0.51 0.71
O 0.42 -1.86 1.07
O 1.40 -0.19 -0.55
C -2.92 -0.41 -1.22
C -1.56 0.99 -2.74
C -3.58 -1.26 -2.11
C -2.63 -0.65 -4.34
C 3.11 0.78 1.62
C 4.10 0.55 3.81
C 1.98 -0.53 3.29
C 4.14 1.08 2.52
C -1.98 0.55 -1.49
C 3.01 -0.25 4.21
C -1.85 0.45 -4.00
C 2.03 -0.02 1.99
C -0.70 0.54 0.69
C -3.43 -1.41 -3.48
H 1.15 -1.15 3.60
H -0.23 1.51 0.80
H -3.18 -0.53 -0.17
H -4.36 -1.89 -1.67
H -2.62 -0.94 -5.41
H -3.99 -2.23 -3.95
H 3.17 1.18 0.61
H -1.62 1.15 -0.62
H 2.97 -0.63 5.23
H -1.40 0.98 -4.85
H -0.90 1.86 -2.75
H 4.98 1.72 2.23
```

As for the HOMO energy: -6.994 eV. The value obtained for the max |F| is 3.80 eV Å⁻¹.

Atom charges from the natural (NBO) analysis, given in e for atoms 1 to 8: -0.033 0.016 2.120 -0.956 -0.981 -0.140 -0.178 -0.161

No. 7
Below is an isolated molecule of C7H9P in a non-equilibrium geometry, with properties calculated with the ωB97M-V functional and the def2-TZVPD basis.

```
17
C7H9P, DFT the ωB97M-V functional and the def2-TZVPD basis
P 1.23 0.78 -1.27
C -1.13 -0.78 -0.03
C -0.13 1.79 -0.92
C -1.26 0.31 0.64
C 1.56 -0.07 0.25
C 2.14 -1.28 0.37
C -0.95 -1.81 -0.75
C -1.00 1.73 0.33
H 2.29 -1.71 1.46
H -2.01 2.12 0.07
H -1.73 -2.34 -1.35
H 2.37 -2.02 -0.34
H -0.47 2.55 -1.68
H -1.60 0.08 1.69
H -0.61 2.30 1.23
H 1.23 0.53 1.12
H 0.07 -2.18 -0.82
```

As for the HOMO energy: -8.534 eV. The structure (SMILES) is C=C=CC/C=P\C=C. The value obtained for the max |F| is 4.02 eV Å⁻¹.

Atom charges from the natural (NBO) analysis, given in e for atoms 1 to 8: 0.678 0.105 -0.577 -0.288 -0.567 -0.360 -0.494 -0.502

No. 8
Below is C19H12BF4IrN7O as an isolated structure in a non-equilibrium geometry, with properties calculated with the ωB97M-V functional and the def2-TZVPD basis.

```
45
C19H12BF4IrN7O, DFT the ωB97M-V functional and the def2-TZVPD basis
Ir 0.00 0.13 -0.51
F 1.17 -3.82 -0.31
F 0.01 -1.85 -0.88
F -1.14 -3.84 -0.36
F -0.03 -2.67 1.28
O 0.00 4.37 -0.12
N 2.08 -0.02 0.03
N -4.66 -0.07 0.91
N 4.67 -0.07 0.91
N 0.00 0.04 1.61
N -2.07 -0.02 0.03
N 0.00 2.04 -0.51
N 0.00 -0.01 8.60
C 2.33 -0.02 1.35
C -2.32 -0.02 1.35
C 4.40 -0.08 -0.38
C -1.19 -0.05 6.55
C -1.17 -0.01 2.24
C -3.65 -0.04 1.76
C -4.39 -0.08 -0.39
C 0.00 3.21 -0.29
C -1.20 -0.06 3.62
C 0.00 -0.06 5.82
C 3.66 -0.04 1.77
C 1.18 -0.01 2.24
C -1.14 -0.03 7.94
C 1.19 -0.05 6.55
C -3.08 -0.04 -0.84
C 0.00 -0.06 4.34
C 1.20 -0.06 3.62
C 1.15 -0.03 7.94
C 3.09 -0.04 -0.83
B 0.00 -3.23 0.01
H -2.16 -0.07 6.08
H 5.24 -0.11 -1.07
H -5.23 -0.11 -1.07
H 2.05 -0.02 8.53
H 3.92 -0.02 2.82
H -2.85 -0.03 -1.89
H 2.16 -0.06 6.08
H 2.15 -0.11 4.13
H -3.91 -0.02 2.82
H -2.05 -0.02 8.53
H 2.86 -0.03 -1.89
H -2.14 -0.11 4.13
```

As for the HOMO energy: -12.451 eV. The value obtained for the max |F| is 6.00 eV Å⁻¹. Its charge is +1.

Atom charges from the natural (NBO) analysis, given in e for atoms 1 to 8: 1.392 -0.521 -0.576 -0.520 -0.567 -0.525 -0.390 -0.318

No. 9
Below is C31H56MgN4O6P3 as an isolated structure in a non-equilibrium geometry, with properties calculated with the ωB97M-V functional and the def2-TZVPD basis.

```
101
C31H56MgN4O6P3, DFT the ωB97M-V functional and the def2-TZVPD basis
P 1.98 2.93 0.62
P 0.96 2.18 -2.04
P -2.65 -0.70 0.42
Mg 0.24 -0.03 0.43
O 1.52 3.19 -0.90
O 3.35 -5.80 0.10
O 0.31 0.95 -1.37
O 1.32 -1.54 -0.20
O 1.19 1.76 1.22
O 0.20 -0.64 2.29
N 3.62 2.60 0.56
N 0.02 3.08 -2.95
N 1.73 4.33 1.40
N 2.32 1.67 -2.95
C -0.96 4.00 -2.30
C 4.63 3.50 -0.02
C -3.87 0.22 1.64
C 4.65 -6.17 -0.48
C -3.29 -0.71 -1.41
C 3.06 -4.55 2.10
C 3.09 2.59 -3.74
C 3.05 -4.59 0.73
C -3.78 -3.20 1.51
C 1.03 -1.44 2.81
C -4.15 0.60 -1.67
C 1.88 -2.42 0.54
C -3.77 1.72 1.46
C 2.38 0.20 -3.11
C -2.70 -5.28 0.93
C -0.15 2.94 -4.45
C -4.16 -1.89 -1.77
C -1.67 -4.56 0.39
C -2.08 -0.77 -2.34
C -3.32 -0.07 3.09
C -2.74 -2.46 0.90
C 0.98 4.39 2.64
C 1.77 -2.45 2.04
C 4.04 1.21 0.56
C -5.37 -0.23 1.38
C -1.66 -3.18 0.36
C 2.61 -3.50 -0.01
C 2.01 5.65 0.84
C 1.23 -1.41 4.29
C -3.72 -4.55 1.56
C 2.43 -3.48 2.76
H -2.32 0.21 3.31
H -2.71 -6.39 0.92
H 3.25 0.48 0.91
H -5.75 -0.90 2.18
H -1.45 -1.63 -2.04
H -1.50 0.16 -2.30
H -2.71 2.04 1.61
H 4.98 1.12 1.20
H -4.43 0.62 -2.75
H 4.14 2.70 -3.32
H 5.43 3.01 -0.51
H -5.63 -0.68 0.40
H -1.85 3.44 -1.84
H -0.42 4.65 -1.62
H 3.18 2.32 -4.74
H 4.16 4.06 -0.80
H 2.66 -3.57 -1.09
H 3.35 -0.08 -3.53
H 1.52 4.89 3.46
H 2.95 6.10 1.15
H -6.00 0.63 1.40
H -5.09 0.59 -1.10
H 0.02 4.90 2.50
H -4.49 -5.06 2.10
H -4.55 -1.83 -2.80
H 2.38 -3.48 3.84
H 0.52 2.10 -4.68
H -1.44 4.57 -3.13
H 0.67 -0.55 4.64
H -0.79 -5.05 -0.10
H 1.26 6.33 1.16
H 0.95 -2.41 4.68
H 2.00 5.71 -0.29
H 1.62 -0.05 -3.83
H -5.04 -2.02 -1.11
H -3.57 1.44 -1.33
H -4.22 2.01 0.53
H 3.50 -5.42 2.65
H 2.26 -1.17 4.52
H -4.67 -2.66 1.84
H 0.09 3.87 -4.99
H -3.98 0.33 3.86
H -0.77 -2.67 0.10
H 5.44 -5.78 0.16
H -1.18 2.67 -4.73
H 4.64 -7.24 -0.61
H 2.66 3.58 -3.77
H -3.38 -1.10 3.30
H 4.85 -5.65 -1.45
H -4.33 2.26 2.24
H 2.23 -0.27 -2.20
H -2.40 -0.88 -3.41
H 5.06 4.18 0.70
H -3.65 -2.82 -1.68
H 4.32 0.96 -0.44
H 0.72 3.37 3.00
```

As for the HOMO energy (alpha / beta): -9.909 / -9.909 eV. The value obtained for the max |F| is 4.00 eV Å⁻¹. Its charge is +1.

Atom charges from the Mulliken analysis, given in e for atoms 1 to 8: -0.326 -0.601 0.578 2.161 0.258 -0.433 1.075 -0.579

No. 10
Below is a 12-piece molecular cluster, C36H96O12 overall in a non-equilibrium geometry, with properties calculated with the ωB97M-V functional and the def2-TZVPD basis.

```
144
C36H96O12, DFT the ωB97M-V functional and the def2-TZVPD basis
O 5.43 -0.65 -4.79
O 0.51 3.77 -1.57
O -6.13 -0.80 2.36
O 3.21 -1.24 6.14
O -4.71 -2.35 4.45
O 0.56 1.57 -3.71
O -1.98 5.64 4.01
O 6.26 1.41 -0.42
O -2.82 -1.29 -1.57
O -0.41 -2.14 0.03
O 1.81 -3.75 0.43
O -1.58 -0.45 -4.00
C -1.20 4.50 3.66
C 2.16 0.86 6.25
C 3.63 -2.98 -0.76
C -1.92 -2.48 -5.41
C -3.57 -3.16 -0.18
C 2.23 -0.45 5.49
C -1.39 -1.01 -5.33
C 0.21 4.38 -0.34
C -2.40 -2.32 4.66
C -0.94 -0.17 1.45
C 3.10 -0.86 -4.11
C -3.86 -4.47 3.89
C 0.08 -0.90 0.48
C 4.24 -2.83 -4.96
C -2.16 -0.16 -6.34
C -4.49 0.85 2.46
C 4.46 -1.54 -4.16
C -1.91 3.31 4.29
C -3.58 -2.91 3.89
C -5.98 0.58 2.54
C 4.36 1.02 1.02
C -6.55 0.79 4.01
C 0.15 4.78 4.11
C 0.05 5.83 -0.78
C 6.38 -0.52 0.69
C 0.98 2.36 -4.82
C 2.44 -0.22 4.04
C -3.32 -2.58 -1.61
C 1.38 4.15 0.63
C 0.39 -0.05 -0.79
C 5.44 0.43 0.09
C 0.01 3.58 -4.94
C -4.69 -2.66 -2.27
C 1.74 -4.20 -1.86
C 2.37 2.79 -4.59
C 2.65 -4.07 -0.65
H -1.72 0.27 0.83
H 1.40 -1.16 5.56
H 1.02 -3.29 0.13
H 3.83 -2.67 -5.96
H 3.72 1.80 0.60
H -1.64 -3.08 4.46
H -5.55 -2.36 -1.68
H 3.52 -2.54 -1.75
H 1.43 3.98 -1.75
H 0.76 3.90 3.94
H -4.64 -2.04 -3.16
H -2.10 -1.38 4.20
H 5.26 -0.62 -5.73
H -2.99 3.17 4.17
H 2.12 4.92 0.43
H 0.87 1.74 -5.71
H 2.96 1.88 -4.71
H -7.63 0.61 3.98
H 4.83 1.38 1.94
H -4.99 -3.65 -2.63
H 2.56 2.99 -3.54
H -3.97 -4.17 -0.27
H 2.87 -1.27 7.04
H -1.04 3.31 -5.06
H 0.13 4.11 -5.89
H -0.39 0.62 1.96
H 4.87 -1.78 -3.18
H -2.85 -2.68 -4.87
H -2.66 -3.26 0.42
H -1.25 -0.87 2.23
H 2.35 -1.62 -3.89
H 0.36 2.14 -2.96
H -4.09 1.57 3.18
H 2.85 1.58 5.80
H -5.99 0.22 4.74
H 3.03 -0.10 -3.34
H 5.19 -3.33 -5.18
H 2.38 0.76 7.31
H -1.99 -0.65 -7.29
H -2.66 -3.23 -2.19
H -2.56 -2.14 5.72
H -1.28 -1.95 -0.32
H 0.64 0.96 -0.46
H -4.38 1.28 1.47
H 4.60 -3.47 -0.69
H -1.90 3.38 5.38
H 0.61 5.63 3.61
H 4.97 -0.15 -0.71
H -4.72 -2.53 5.40
H -1.81 0.82 -6.67
H 7.26 -0.70 0.07
H 0.88 6.20 -1.38
H 2.30 -4.56 -2.72
H 3.63 -2.12 -0.09
H -2.06 -3.01 -6.35
H 3.12 -5.04 -0.52
H -6.56 0.99 1.71
H 2.84 3.55 -5.22
H 1.89 3.19 0.52
H -0.33 -1.08 -5.59
H -1.22 -3.12 -4.87
H 1.20 1.36 6.06
H -0.03 6.48 0.10
H 6.80 -0.17 1.63
H -4.49 -4.72 3.04
H 3.64 0.26 1.33
H -6.38 1.86 4.12
H -1.09 0.38 -4.01
H 1.01 -1.12 1.02
H 0.00 4.29 -4.12
H -4.35 -4.72 4.83
H -5.89 -1.25 3.17
H 1.07 4.20 1.67
H -4.24 -2.52 0.40
H 3.55 -3.56 -4.53
H -1.37 4.31 2.60
H 3.43 0.22 3.95
H 5.93 -1.48 0.95
H 1.28 -0.43 -1.28
H -0.88 6.11 -1.28
H -1.48 2.35 3.99
H 6.69 0.94 -1.14
H 0.93 -4.89 -1.65
H 2.79 -0.45 -5.07
H -2.60 5.77 3.29
H -3.50 -2.55 2.86
H 1.29 -3.22 -2.06
H -2.63 -1.10 -2.49
H -3.24 -0.18 -6.20
H -0.43 0.08 -1.49
H -3.00 -5.14 3.84
H -3.92 -0.07 2.57
H 1.63 0.46 3.75
H -0.77 4.09 0.04
H 2.24 -1.10 3.42
H 0.11 4.79 5.20
```

As for the HOMO energy (alpha / beta): 0.754 / -7.395 eV. The spin multiplicity is 2. The value obtained for the max |F| is 3.80 eV Å⁻¹. As for the expectation value of S²: 0.751. Its charge is -1.

Atom charges from the Mulliken analysis, given in e for atoms 1 to 8: -0.521 -0.051 -0.510 -0.508 -0.514 0.428 -0.312 -0.542

No. 11
Below is F8KN4O16S8 as an isolated structure in a non-equilibrium geometry, with properties calculated with the ωB97M-V functional and the def2-TZVPD basis.

```
37
F8KN4O16S8, DFT the ωB97M-V functional and the def2-TZVPD basis
K -20.72 11.43 6.33
S -18.12 9.29 3.78
S -19.55 15.24 5.75
S -20.50 11.22 9.84
S -24.37 10.80 6.02
S -20.54 9.13 3.76
S -23.47 12.69 4.54
S -19.67 9.05 9.16
S -17.10 14.87 5.36
F -16.97 9.97 4.66
F -23.91 10.24 7.44
F -19.93 12.70 9.69
F -19.48 8.35 7.73
F -16.31 13.63 4.78
F -21.76 10.13 3.74
F -23.48 14.19 5.13
F -20.80 14.41 6.30
O -20.19 10.89 11.19
O -19.26 16.25 6.72
O -16.34 15.23 6.50
O -17.13 15.76 4.24
O -24.63 12.67 3.72
O -22.20 12.68 3.87
O -24.01 9.71 5.17
O -20.06 15.70 4.50
O -20.95 8.24 4.79
O -21.85 11.39 9.45
O -20.53 8.64 2.42
O -18.55 8.51 9.87
O -20.95 8.54 9.53
O -25.78 11.00 6.21
O -17.71 9.57 2.43
O -18.06 7.92 4.18
N -19.33 10.19 4.32
N -23.47 12.08 6.08
N -19.53 10.53 8.64
N -18.48 14.06 5.70
```

As for the HOMO energy: -2.758 eV. The value obtained for the max |F| is 5.42 eV Å⁻¹. Its charge is -3.

Atom charges from the natural (NBO) analysis, given in e for atoms 1 to 8: 0.932 2.449 2.475 2.434 2.473 2.418 2.446 2.450

Look up the max |F| of the ninth one. 4.00 eV Å⁻¹